Record 1
Formula: C21H54N2O9S4
Source: the OMol25 dataset
Level of theory: wB97M-V/def2-TZVPD

Element x y z (Å)
C -2.050 2.837 3.361
O -1.465 2.757 2.073
H -3.019 2.317 3.349
H -1.415 2.526 4.179
H -2.434 3.843 3.596
H -2.048 3.181 1.432
C -1.068 -4.802 2.752
O -0.294 -5.211 1.623
H -1.416 -5.663 3.320
H -0.455 -4.119 3.351
H -1.940 -4.215 2.458
H 0.078 -6.073 1.819
C 1.616 3.228 3.941
O 0.995 2.037 3.401
H 1.994 3.099 4.951
H 2.391 3.648 3.293
H 0.796 3.954 3.909
H 0.229 2.380 2.910
C 2.571 -4.746 -1.756
O 1.339 -5.448 -1.746
H 3.388 -5.359 -2.133
H 2.510 -3.883 -2.425
H 2.939 -4.309 -0.821
H 0.811 -5.009 -1.069
C 4.805 -1.237 1.679
O 5.730 -0.566 2.530
H 5.376 -1.805 0.946
H 4.023 -1.799 2.195
H 4.204 -0.520 1.096
H 5.356 -0.613 3.415
N -2.451 2.854 -1.117
C -2.982 4.126 -0.930
C -4.018 4.036 -0.035
C -4.186 2.671 0.317
C -3.220 2.004 -0.376
H -1.724 2.575 -1.746
H -2.542 4.983 -1.412
H -4.556 4.866 0.396
H -4.895 2.228 0.994
H -3.000 0.945 -0.394
N 1.988 -0.441 -2.647
C 2.150 0.880 -2.423
C 3.448 1.208 -2.721
C 4.080 0.016 -3.174
C 3.149 -1.010 -3.082
H 1.132 -0.910 -2.399
H 1.252 1.366 -2.071
H 3.882 2.187 -2.602
H 5.098 -0.008 -3.525
H 3.261 -2.074 -3.176
C 0.164 0.192 0.691
S -0.549 -1.371 0.178
O -0.501 -1.411 -1.338
C 0.831 -2.398 0.782
H 1.085 0.392 0.138
H 0.367 0.164 1.763
H -0.433 1.081 0.494
H 0.845 -3.320 0.207
H 0.626 -2.692 1.810
H 1.803 -1.912 0.702
C -0.925 -0.622 -4.774
S -2.109 -1.944 -5.112
O -1.479 -3.022 -5.953
C -2.261 -2.718 -3.474
H 0.078 -0.969 -4.549
H -1.305 0.017 -3.971
H -0.973 0.047 -5.634
H -1.357 -3.259 -3.212
H -3.104 -3.385 -3.639
H -2.517 -1.944 -2.755
C -3.979 -1.746 0.176
S -5.785 -1.649 0.242
O -6.207 -2.634 1.285
C -5.857 -0.023 1.071
H -3.667 -2.716 -0.210
H -3.588 -1.713 1.197
H -3.487 -0.951 -0.386
H -6.901 0.202 1.279
H -5.530 0.769 0.394
H -5.245 -0.091 1.967
C 3.594 5.052 0.677
S 2.282 3.834 0.311
O 2.192 3.824 -1.191
C 3.181 2.295 0.678
H 3.144 5.986 1.003
H 4.122 5.191 -0.264
H 4.219 4.623 1.458
H 2.370 1.584 0.850
H 3.592 2.397 1.687
H 3.850 1.911 -0.083

HOMO energy (eV): -8.073
Charge: 0
LUMO level (eV): 0.13
Electronic energy (hartree): -3211.689050
Gap between HOMO and LUMO (eV): 8.2
Spin multiplicity: 1

---

Record 2
Formula: C46H48Cl4Ge2N6O4PtS
Source: the OMol25 dataset
Level of theory: wB97M-V/def2-TZVPD

Element x y z (Å)
Pt -0.017 0.853 0.893
C 3.086 2.819 2.664
C 2.531 1.701 3.552
Ge 1.827 0.168 2.523
C 1.640 -1.372 3.751
C 2.964 -1.667 4.464
C 3.364 -0.193 1.382
C 3.519 0.200 0.120
Ge 1.839 0.537 -0.932
C 1.795 2.350 -1.711
C 2.938 2.845 -2.594
C 1.701 -1.106 -2.050
C 2.976 -1.786 -2.547
C 4.864 0.262 -0.531
C 4.983 0.507 -1.899
C 6.219 0.574 -2.526
C 7.381 0.408 -1.790
C 7.290 0.182 -0.421
C 6.051 0.117 0.198
H 3.569 3.584 3.277
H 2.279 3.302 2.113
H 3.820 2.439 1.951
H 1.757 2.087 4.214
H 3.324 1.278 4.176
H 1.321 -2.236 3.165
H 0.854 -1.169 4.481
H 3.769 -1.859 3.751
H 2.864 -2.551 5.096
H 3.268 -0.835 5.102
H 4.215 -0.542 1.974
H 1.674 3.002 -0.845
H 0.857 2.347 -2.257
H 3.897 2.828 -2.077
H 2.742 3.880 -2.891
H 3.027 2.256 -3.511
H 1.042 -0.864 -2.882
H 1.164 -1.787 -1.396
H 3.440 -1.241 -3.370
H 2.723 -2.784 -2.919
H 3.720 -1.910 -1.759
H 4.085 0.640 -2.485
H 6.273 0.756 -3.593
H 8.349 0.461 -2.273
H 8.189 0.059 0.171
H 6.017 -0.038 1.268
N -5.988 5.136 1.367
C -4.818 4.585 1.860
C -4.863 3.563 2.817
C -3.700 3.064 3.368
C -2.472 3.569 2.950
C -2.409 4.575 1.990
C -3.576 5.084 1.453
S -0.963 2.947 3.610
O -1.091 2.777 5.024
O 0.081 3.786 3.096
N -0.701 1.471 2.905
C -1.358 0.324 3.253
N -0.960 -0.729 2.499
C -1.542 -1.904 2.691
C -2.508 -2.082 3.660
C -2.861 -0.948 4.382
N -2.319 0.247 4.182
H -6.834 4.606 1.476
H -5.924 5.676 0.523
H -5.825 3.167 3.125
H -3.722 2.286 4.121
H -1.437 4.946 1.686
H -3.533 5.876 0.711
H -1.212 -2.712 2.045
H -2.967 -3.044 3.837
H -3.631 -0.990 5.147
Cl -3.476 0.604 0.520
C -3.381 2.019 -0.443
C -4.537 2.478 -1.025
C -4.527 3.636 -1.792
C -3.346 4.345 -1.963
C -2.177 3.894 -1.403
Cl -0.759 4.840 -1.600
C -2.114 2.687 -0.619
N -0.957 2.291 -0.109
H -5.451 1.918 -0.876
H -5.443 3.996 -2.245
H -3.335 5.262 -2.537
Cl -3.216 -5.817 -2.722
C -1.803 -6.072 -1.751
C -1.583 -7.358 -1.286
C -0.550 -7.618 -0.404
C 0.253 -6.578 0.030
C 0.044 -5.303 -0.458
Cl 1.070 -4.020 0.108
C -0.968 -4.998 -1.384
N -1.141 -3.690 -1.823
C -1.395 -3.274 -3.151
C -0.973 -4.023 -4.247
C -1.246 -3.595 -5.535
C -1.937 -2.409 -5.746
C -2.344 -1.656 -4.655
C -2.085 -2.074 -3.356
C -2.527 -1.285 -2.158
C -1.330 -0.516 -1.574
O -0.871 0.422 -2.236
O -0.878 -0.971 -0.460
H -2.253 -8.147 -1.601
H -0.383 -8.623 -0.039
H 1.050 -6.749 0.743
H -0.890 -2.963 -1.166
H -0.426 -4.944 -4.082
H -0.920 -4.193 -6.377
H -2.156 -2.076 -6.753
H -2.884 -0.727 -4.804
H -2.935 -1.946 -1.392
H -3.277 -0.542 -2.434

Relative energy (zero: lowest compared OMol25 entry of this formula, charge and spin) (kJ/mol): 69.29
HOMO energy (spin up / spin down) (eV): -7.718 / -7.739
Charge: 0
LUMO level (spin up / spin down) (eV): 0.28 / -2.67
Electronic energy (hartree): -8923.181312
Gap between HOMO and LUMO (spin up / spin down) (eV): 8.0 / 5.1
Spin multiplicity: 5

---

Record 3
Formula: C4H15N2O2
Source: the OMol25 dataset
Level of theory: wB97M-V/def2-TZVPD

Element x y z (Å)
C -0.708 1.137 1.323
C -0.608 -0.060 2.248
C 0.588 -1.021 1.933
C 0.036 -3.009 0.817
N 0.180 -1.749 0.691
N -0.864 0.720 -0.134
H 0.150 1.711 1.606
H -1.393 2.045 1.543
H -0.527 0.337 3.326
H -1.580 -0.514 2.315
H 1.563 -0.586 1.770
H 0.844 -1.834 2.781
H 0.307 -3.720 1.692
H -0.407 -3.432 -0.081
H -1.216 1.462 -0.685
H 0.128 0.402 -0.467
H -1.403 -0.215 -0.122
H 2.274 0.521 -2.379
H 1.715 -0.365 -3.298
O 1.542 0.484 -2.975
H -1.183 1.996 -2.754
H 0.188 2.324 -3.333
O -0.356 2.615 -2.492

Relative energy (zero: lowest compared OMol25 entry of this formula, charge and spin) (kJ/mol): 315.08
HOMO energy (eV): -14.085
Charge: +1
LUMO level (eV): -3.01
Electronic energy (hartree): -421.073446
Gap between HOMO and LUMO (eV): 11.1
Spin multiplicity: 1

---

Q: What is the formula in the first record?
A: C21H54N2O9S4

---

Q: Among the records above, which one has the highest charge?
A: C4H15N2O2

---

Q: Among the records above, which one has the lowest electronic energy?
A: C46H48Cl4Ge2N6O4PtS

---

Q: Look up the electronic energy of the first one.
A: -3211.689050 hartree